Entry 1:
Formula: C3H5NO2
Source: the OMol25 dataset
Level of theory: ωB97M-V/def2-TZVPD

- E_tot (eV) = -8776.5551
- HOMO energy (eV) = -9.788
- energy relative to the best compared isomer or geometry (same formula, charge and spin) (kcal/mol) = 26.28
- orbital gap (hartree) = 0.391

Each line ends with the Mulliken charge.
Element x y z (Å)
N1 1.51 -0.46 0.14  -0.643
C1 0.22 -0.18 -0.45  0.049
C2 -1.03 -0.67 0.29  -0.405
O1 -1.56 0.68 0.34  -0.331
C3 -0.43 1.19 -0.24  0.529
O2 -0.15 2.34 -0.41  -0.553
H1 1.51 -0.20 1.12  0.242
H2 2.22 0.11 -0.32  0.260
H3 0.23 -0.46 -1.51  0.353
H4 -1.70 -1.34 -0.26  0.236
H5 -0.84 -1.06 1.30  0.263



Entry 2:
Formula: C2ClF4O2S
Source: the OMol25 dataset
Level of theory: ωB97M-V/def2-TZVPD

- E_tot (eV) = -40394.4652
- HOMO energy (alpha / beta) (eV) = -4.766 / -4.224
- energy relative to the best compared isomer or geometry (same formula, charge and spin) (kcal/mol) = 82.22
- total charge = -1
- orbital gap (alpha / beta) (hartree) = 0.279 / 0.251

Each line ends with the Mulliken charge.
Element x y z (Å)
C1 1.94 -0.11 -0.12  0.305
C2 -0.63 -0.08 0.57  0.241
O1 -1.81 0.76 -1.78  -0.506
O2 -3.31 0.58 0.05  -0.546
F1 2.65 1.13 -0.37  -0.279
F2 2.66 -0.73 0.80  -0.207
F3 2.07 -0.91 -1.25  -0.240
F4 -0.49 -1.39 0.81  -0.172
S1 -2.27 -0.05 -0.73  0.545
Cl1 -0.80 0.80 2.02  -0.141



Entry 3:
Formula: C9H10HfN2Se
Source: the OMol25 dataset
Level of theory: ωB97M-V/def2-TZVPD

- E_tot (eV) = -79124.7270
- HOMO energy (alpha / beta) (eV) = -7.523 / -7.522
- orbital gap (alpha / beta) (hartree) = 0.245 / 0.245

Each line ends with the Mulliken charge.
Element x y z (Å)
C1 0.20 -1.37 -1.43  -0.548
C2 -1.08 -1.24 -0.79  -0.444
C3 -0.99 -1.84 0.52  -0.483
C4 0.35 -2.36 0.68  -0.349
C5 1.07 -2.06 -0.53  -0.364
Hf1 0.54 -0.06 0.55  0.859
C6 -1.64 2.11 -0.71  -1.042
C7 -0.94 2.61 -1.73  0.667
C8 0.14 3.05 -2.34  -0.707
N1 2.46 -0.17 0.66  -0.514
H1 -1.84 -2.02 1.17  0.431
H2 -1.99 -0.88 -1.26  0.657
H3 0.68 -2.99 1.50  0.398
H4 2.09 -2.37 -0.76  0.376
H5 0.41 -1.08 -2.46  0.450
H6 -2.42 1.36 -0.88  0.288
H7 3.44 0.01 0.85  0.083
H8 -1.52 2.51 0.30  0.417
H9 0.07 3.72 -3.21  0.232
H10 1.16 2.77 -2.02  0.233
Se1 -0.26 0.18 5.50  -0.178
C9 -0.04 0.08 3.79  0.414
N2 0.11 0.04 2.60  -0.875



Entry 4:
Formula: C2H5N2Si
Source: the OMol25 dataset
Level of theory: ωB97M-V/def2-TZVPD

- E_tot (eV) = -13003.8723
- HOMO energy (eV) = -15.304
- energy relative to the best compared isomer or geometry (same formula, charge and spin) (kcal/mol) = 23.84
- total charge = +1
- SMILES = C1=NC=[NH+][SiH2]1
- orbital gap (hartree) = 0.337

Each line ends with the Mulliken charge.
Element x y z (Å)
C1 0.95 -0.88 0.67  -0.039
C2 0.59 0.37 -1.15  0.053
N1 1.47 -0.41 -0.46  -0.369
N2 -0.55 0.64 -0.64  -0.114
Si1 -0.93 -0.45 0.76  0.386
H1 1.49 -1.52 1.37  0.415
H2 0.87 1.04 -1.97  0.341
H3 -1.17 1.36 -1.11  0.325
H4 -2.24 -0.83 0.67  -0.029
H5 -0.49 0.68 1.86  0.031



Entry 5:
Formula: C6H11NO
Source: the OMol25 dataset
Level of theory: ωB97M-V/def2-TZVPD

- E_tot (eV) = -9927.0324
- HOMO energy (eV) = -7.926
- energy relative to the best compared isomer or geometry (same formula, charge and spin) (kcal/mol) = 263.40
- orbital gap (hartree) = 0.286

Each line ends with the Mulliken charge.
Element x y z (Å)
C1 -0.01 -1.16 -1.33  -1.101
C2 0.10 -0.60 0.12  0.649
C3 1.57 0.11 0.17  -0.893
C4 1.13 1.81 -0.16  -0.327
C5 -0.84 0.44 0.51  -0.299
C6 -1.38 -0.93 0.57  -0.072
H1 0.99 -0.94 -2.08  0.271
H2 -0.84 -0.42 -1.49  0.323
H3 -0.53 -2.45 -1.20  0.158
H4 2.27 -0.05 1.17  0.247
H5 2.41 -0.19 -0.66  0.245
H6 1.53 1.89 -1.17  0.287
H7 1.30 2.60 0.83  0.274
H8 -0.74 2.54 -0.04  0.297
H9 -0.80 0.77 1.67  0.170
H10 -2.11 -1.45 -0.14  0.421
H11 -2.12 -2.39 1.83  0.432
N1 -0.27 1.60 -0.40  -0.478
O1 -1.66 -1.20 1.80  -0.605



Entry 6:
Formula: C7H8N2O3
Source: the OMol25 dataset
Level of theory: ωB97M-V/def2-TZVPD

- E_tot (eV) = -16505.9411
- HOMO energy (alpha / beta) (eV) = -10.039 / -7.979
- energy relative to the best compared isomer or geometry (same formula, charge and spin) (kcal/mol) = 131.27
- orbital gap (alpha / beta) (hartree) = 0.317 / 0.265

Each line ends with the Mulliken charge.
Element x y z (Å)
C1 -2.82 -0.50 -0.40  -0.384
C2 -1.89 -1.53 -0.30  -0.604
C3 -2.38 0.82 -0.49  -0.521
C4 -0.54 -1.26 -0.28  -0.334
C5 -1.04 1.10 -0.49  -0.565
C6 -0.09 0.07 -0.38  0.725
C7 1.30 0.45 -0.39  -0.173
N1 1.91 0.48 2.08  -0.477
N2 2.42 -0.44 -0.26  1.239
O1 2.26 -1.63 -0.04  -0.653
O2 3.50 0.10 -0.46  -0.793
O3 1.66 1.67 -0.68  -0.414
H1 -3.88 -0.72 -0.40  0.394
H2 -2.23 -2.55 -0.23  0.400
H3 -3.10 1.62 -0.57  0.393
H4 0.17 -2.07 -0.20  0.489
H5 -0.70 2.12 -0.57  0.407
H6 1.67 -0.48 2.34  0.241
H7 1.11 1.06 2.35  0.235
H8 2.66 1.67 -0.63  0.398



Which of these has the highest E_tot?
C3H5NO2



The highest E_tot belongs to which entry?
C3H5NO2



Copy entry 2 word for word.
Formula: C2ClF4O2S
Source: the OMol25 dataset
Level of theory: ωB97M-V/def2-TZVPD

- E_tot (eV) = -40394.4652
- HOMO energy (alpha / beta) (eV) = -4.766 / -4.224
- energy relative to the best compared isomer or geometry (same formula, charge and spin) (kcal/mol) = 82.22
- total charge = -1
- orbital gap (alpha / beta) (hartree) = 0.279 / 0.251

Each line ends with the Mulliken charge.
Element x y z (Å)
C1 1.94 -0.11 -0.12  0.305
C2 -0.63 -0.08 0.57  0.241
O1 -1.81 0.76 -1.78  -0.506
O2 -3.31 0.58 0.05  -0.546
F1 2.65 1.13 -0.37  -0.279
F2 2.66 -0.73 0.80  -0.207
F3 2.07 -0.91 -1.25  -0.240
F4 -0.49 -1.39 0.81  -0.172
S1 -2.27 -0.05 -0.73  0.545
Cl1 -0.80 0.80 2.02  -0.141